Entry from the OMol25 dataset: a cluster of 2 separate species, C2H9N4OP in total (ωB97M-V with the def2-TZVPD basis set).

Summary:
Orbital gap   9.52 eV
Total energy   -717.17858 Eh
E_LUMO   0.33 eV
Relative energy (zero: lowest compared OMol25 entry of this formula, charge and spin)   11.70 kcal/mol
Spin multiplicity   1

Bonds (Å) are listed after each position.
Positions of all 17 atoms, in Å:
1 C 1.035 -1.331 1.051  C2 1.483, N3 1.442, H9 1.083, H10 1.082
2 C 1.403 -1.880 -0.277  C1 1.483, N3 1.442, H11 1.081, H12 1.082
3 N 1.541 -0.473 0.009  C1 1.442, C2 1.442, N6 1.370
4 N -1.265 1.285 1.092  P8 1.676, H13 1.006, H14 1.004
5 N -1.266 1.829 -1.475  P8 1.677, H15 1.010, H16 1.008
6 N 0.729 0.393 -0.674  N3 1.370, P8 1.696
7 O -1.716 -0.638 -0.577  P8 1.467
8 P -0.932 0.589 -0.396  N4 1.676, N5 1.677, N6 1.696, O7 1.467
9 H -0.020 -1.288 1.293  C1 1.083
10 H 1.702 -1.463 1.893  C1 1.082
11 H 2.335 -2.412 -0.406  C2 1.081
12 H 0.592 -2.177 -0.929  C2 1.082
13 H -1.698 0.672 1.762  N4 1.006
14 H -0.672 2.001 1.473  N4 1.004
15 H -2.102 1.597 -1.991  N5 1.010
16 H -0.506 2.046 -2.101  N5 1.008
17 H 1.318 1.681 -0.580  no bonds

Entry from the OMol25 dataset: an isolated molecule of C4H9NO2 (ωB97M-V with the def2-TZVPD basis set).

Summary:
Orbital gap   9.50 eV
Total energy   -362.86047 Eh
E_LUMO   0.75 eV
Relative energy (zero: lowest compared OMol25 entry of this formula, charge and spin)   141.23 kcal/mol
Spin multiplicity   1

Bonds (Å) are listed after each position.
Positions of all 16 atoms, in Å:
1 C 1.142 -1.232 1.456  C2 1.542, H8 1.090, H9 1.087, H10 1.087
2 C 0.855 -0.489 0.135  C1 1.542, O3 1.214, C4 1.490
3 O 1.510 -0.683 -0.869  C2 1.214
4 C -0.276 0.463 0.322  C2 1.490, C5 1.504, O6 1.638, H11 1.094
5 C 0.090 1.854 -0.117  C4 1.504, H12 1.087, H13 1.092, H14 1.090
6 O -1.096 -0.683 -0.512  C4 1.638, N7 1.391
7 N -1.860 -0.499 -1.659  O6 1.391, H15 1.023, H16 1.029
8 H 0.607 -2.179 1.383  C1 1.090
9 H 2.215 -1.380 1.552  C1 1.087
10 H 0.784 -0.701 2.334  C1 1.087
11 H -0.795 0.450 1.285  C4 1.094
12 H -0.786 2.491 -0.214  C5 1.087
13 H 0.764 2.286 0.626  C5 1.092
14 H 0.669 1.856 -1.041  C5 1.090
15 H -2.620 -0.820 -2.265  N7 1.023
16 H -1.203 -0.735 -2.415  N7 1.029

Entry from the OMol25 dataset: an isolated molecule of C5H9N3O (ωB97M-V with the def2-TZVPD basis set).

Summary:
Orbital gap   9.35 eV
Total energy   -435.29953 Eh
E_LUMO   0.89 eV
Relative energy (zero: lowest compared OMol25 entry of this formula, charge and spin)   99.27 kcal/mol
Spin multiplicity   1

Bonds (Å) are listed after each position.
Positions of all 18 atoms, in Å:
1 C -1.406 1.452 -0.379  C2 1.343, H10 1.073, H11 1.086
2 C -0.484 0.550 -0.003  C1 1.343, C3 1.480, N8 1.414
3 C 0.784 0.838 0.703  C2 1.480, C4 1.551, H12 1.073, H13 1.076
4 C 2.012 0.544 -0.198  C3 1.551, O5 1.394, H14 1.123, H15 1.106
5 O 1.872 -0.661 -0.885  C4 1.394, N6 1.419
6 N 1.483 -1.681 0.021  O5 1.419, C7 1.244
7 C 0.262 -1.731 0.252  N6 1.244, N8 1.387, H16 1.109
8 N -0.733 -0.837 -0.114  C2 1.414, C7 1.387, N9 1.366
9 N -1.991 -1.370 -0.140  N8 1.366, H17 1.008, H18 1.044
10 H -2.297 1.119 -0.874  C1 1.073
11 H -1.135 2.504 -0.399  C1 1.086
12 H 0.859 0.211 1.571  C3 1.073
13 H 0.802 1.873 0.995  C3 1.076
14 H 2.080 1.352 -0.975  C4 1.123
15 H 2.971 0.624 0.348  C4 1.106
16 H -0.170 -2.572 0.831  C7 1.109
17 H -2.654 -0.832 0.396  N9 1.008
18 H -2.252 -1.382 -1.151  N9 1.044

Entry from the OMol25 dataset: a cluster of 2 separate species, BrClH4Si2 in total (ωB97M-V with the def2-TZVPD basis set).

Summary:
Orbital gap   7.73 eV
Total energy   -3615.55034 Eh
E_LUMO   -1.72 eV
Relative energy (zero: lowest compared OMol25 entry of this formula, charge and spin)   64.63 kcal/mol
Spin multiplicity   1

Bonds (Å) are listed after each position.
Positions of all 8 atoms, in Å:
1 Si -0.820 0.233 -0.806  Si2 2.306, H5 1.437, H6 1.479, H7 1.501
2 Si 0.892 -0.651 0.460  Si1 2.306, Br4 2.168, H8 1.395
3 Cl -0.466 1.325 2.395  no bonds
4 Br 3.007 -0.207 0.286  Si2 2.168
5 H -0.950 1.662 -0.733  Si1 1.437
6 H -0.347 -0.198 -2.139  Si1 1.479
7 H -2.204 -0.218 -0.438  Si1 1.501
8 H 0.888 -1.947 0.975  Si2 1.395

What did the second record say?
Entry from the OMol25 dataset: an isolated molecule of C4H9NO2 (ωB97M-V with the def2-TZVPD basis set).

Summary:
Orbital gap   9.50 eV
Total energy   -362.86047 Eh
E_LUMO   0.75 eV
Relative energy (zero: lowest compared OMol25 entry of this formula, charge and spin)   141.23 kcal/mol
Spin multiplicity   1

Bonds (Å) are listed after each position.
Positions of all 16 atoms, in Å:
1 C 1.142 -1.232 1.456  C2 1.542, H8 1.090, H9 1.087, H10 1.087
2 C 0.855 -0.489 0.135  C1 1.542, O3 1.214, C4 1.490
3 O 1.510 -0.683 -0.869  C2 1.214
4 C -0.276 0.463 0.322  C2 1.490, C5 1.504, O6 1.638, H11 1.094
5 C 0.090 1.854 -0.117  C4 1.504, H12 1.087, H13 1.092, H14 1.090
6 O -1.096 -0.683 -0.512  C4 1.638, N7 1.391
7 N -1.860 -0.499 -1.659  O6 1.391, H15 1.023, H16 1.029
8 H 0.607 -2.179 1.383  C1 1.090
9 H 2.215 -1.380 1.552  C1 1.087
10 H 0.784 -0.701 2.334  C1 1.087
11 H -0.795 0.450 1.285  C4 1.094
12 H -0.786 2.491 -0.214  C5 1.087
13 H 0.764 2.286 0.626  C5 1.092
14 H 0.669 1.856 -1.041  C5 1.090
15 H -2.620 -0.820 -2.265  N7 1.023
16 H -1.203 -0.735 -2.415  N7 1.029

Please write out number 3 again, unchanged.
Entry from the OMol25 dataset: an isolated molecule of C5H9N3O (ωB97M-V with the def2-TZVPD basis set).

Summary:
Orbital gap   9.35 eV
Total energy   -435.29953 Eh
E_LUMO   0.89 eV
Relative energy (zero: lowest compared OMol25 entry of this formula, charge and spin)   99.27 kcal/mol
Spin multiplicity   1

Bonds (Å) are listed after each position.
Positions of all 18 atoms, in Å:
1 C -1.406 1.452 -0.379  C2 1.343, H10 1.073, H11 1.086
2 C -0.484 0.550 -0.003  C1 1.343, C3 1.480, N8 1.414
3 C 0.784 0.838 0.703  C2 1.480, C4 1.551, H12 1.073, H13 1.076
4 C 2.012 0.544 -0.198  C3 1.551, O5 1.394, H14 1.123, H15 1.106
5 O 1.872 -0.661 -0.885  C4 1.394, N6 1.419
6 N 1.483 -1.681 0.021  O5 1.419, C7 1.244
7 C 0.262 -1.731 0.252  N6 1.244, N8 1.387, H16 1.109
8 N -0.733 -0.837 -0.114  C2 1.414, C7 1.387, N9 1.366
9 N -1.991 -1.370 -0.140  N8 1.366, H17 1.008, H18 1.044
10 H -2.297 1.119 -0.874  C1 1.073
11 H -1.135 2.504 -0.399  C1 1.086
12 H 0.859 0.211 1.571  C3 1.073
13 H 0.802 1.873 0.995  C3 1.076
14 H 2.080 1.352 -0.975  C4 1.123
15 H 2.971 0.624 0.348  C4 1.106
16 H -0.170 -2.572 0.831  C7 1.109
17 H -2.654 -0.832 0.396  N9 1.008
18 H -2.252 -1.382 -1.151  N9 1.044

What is the relative energy (zero: lowest compared OMol25 entry of this formula, charge and spin) in the first record?
11.70 kcal/mol